Entry from OMol25: the molecule C6H10NPS at a distorted geometry (ωB97M-V/def2-TZVPD).

Values from the calculation:
- HOMO (Eh) = -0.302
- E (eV) = -27994.552
- strongest force on any atom (hartree/bohr) = 0.0952
- charge = 0
- lowest unoccupied orbital energy (eV) = -0.894

```
19
Properties=species:S:1:pos:R:3:forces:R:3
C -2.27804 1.29963 0.69644 -1.21 0.46 0.45
C -1.86541 0.66731 1.91906 -1.70 -0.30 0.55
C -1.63472 1.00681 -0.45190 2.43 -1.36 1.57
C -0.88749 -0.20735 1.91505 -0.96 1.59 -3.04
C 2.11422 0.37060 -0.08539 -2.38 -3.87 1.82
C 0.94125 -1.93146 -1.08271 -0.42 1.62 -2.83
N -0.58578 0.18407 -0.36057 -0.58 -0.80 2.41
P 0.77631 -0.12417 -1.27571 0.99 1.27 0.80
S 0.99123 0.78511 -2.98514 -0.38 -0.40 0.10
H -3.15312 1.90452 0.66114 -0.47 0.36 0.24
H -2.60822 0.75919 2.81255 1.77 -0.08 -1.37
H -1.80793 1.43010 -1.37955 -0.73 0.93 -1.75
H -0.07831 -0.71947 2.29339 1.30 -0.92 0.62
H 2.63973 1.22209 -0.23835 1.19 2.75 -0.42
H 1.76655 0.16807 0.97863 -0.08 1.23 -1.12
H 2.76934 -0.47417 -0.07480 1.16 -0.47 -0.78
H 0.88095 -1.85607 -0.01731 -0.11 -1.51 0.63
H 0.12604 -2.32426 -1.73782 0.37 -0.25 1.30
H 1.89342 -2.16053 -1.58699 -0.18 -0.25 0.82
```
Positions in Å, forces in eV/Å.

Here are the Löwdin charges for atoms 1 to 5, given in e: atom 1 (C): -0.145, atom 2 (C): -0.180, atom 3 (C): -0.221, atom 4 (C): 0.216, atom 5 (C): -0.213